{"formula": "CHF2O3S", "method": "wB97M-V/def2-TZVPD", "fmax_ev_per_a": 4.059, "e_lumo_ev": [3.688, 2.407], "total_charge": -1, "e_above_lowest_kcal_mol": 76.9, "symbols": ["C", "O", "O", "O", "F", "F", "S", "H"], "xyz": [[1.07734, -0.74708, -0.06362], [-4.32675, 0.21264, 0.68490], [-2.61540, -0.08301, -1.10388], [-1.85633, -0.00394, 1.24880], [1.17138, 0.10832, 1.06121], [1.77682, -0.11312, -1.10187], [-2.90510, 0.38562, 0.26265], [-0.00214, -0.80531, -0.26282]], "forces_ev_per_a": [[0.1925, 4.0079, 0.6135], [1.1751, -0.1934, -0.1235], [0.0353, -0.2677, -0.0011], [-0.7850, -0.1297, -0.4598], [0.4971, -1.9070, -1.9118], [-0.9198, -1.3592, 1.6107], [-0.3314, 0.4893, 0.5105], [0.1363, -0.6401, -0.2385]]}